[1]
38
Properties=species:S:1:pos:R:3:forces:R:3 method="wB97M-V/def2-TZVPD" relative_energy_kj_mol=167.04 spin_multiplicity=1 e_lumo_ha=0.016 orbital_gap_ev=8.25 total_charge=0 smiles=c1ccc(-c2noc3c2-c2ccccc2Nc2ccccc2-3)cc1 fmax_ev_per_a=5.2 homo_ev=-7.82 total_energy_ev=-27028.99969
C -0.635 3.897 -3.417 -2.6 1.2 -2.4
C -2.014 3.557 -3.053 0.9 1.9 -1.2
C -2.252 2.452 -2.254 1.5 0.9 -1.0
C -1.152 1.633 -2.017 0.8 -1.4 0.6
C -1.431 0.301 -1.360 1.1 -0.6 0.4
N -2.181 -0.664 -1.799 -0.7 -0.2 -2.3
O -1.829 -1.860 -1.179 -0.3 1.6 0.6
C -0.937 -1.531 -0.215 -0.3 -2.2 -0.3
C -0.662 -0.228 -0.300 0.8 1.2 2.0
C 0.082 0.516 0.726 1.3 0.7 0.3
C -0.249 1.808 1.226 0.7 -1.2 1.2
C 0.543 2.390 2.218 1.5 -2.3 -0.9
C 1.812 1.754 2.454 -1.4 4.8 1.5
C 2.233 0.658 1.831 0.4 0.1 1.4
C 1.287 -0.049 1.182 -1.0 -1.1 -2.4
N 1.738 -1.338 0.798 0.2 -0.5 0.6
C 0.942 -2.465 1.130 -1.3 -2.7 -0.5
C 1.445 -3.615 1.804 1.1 1.3 1.4
C 0.739 -4.779 2.217 -0.3 2.8 -2.4
C -0.486 -4.873 1.610 -1.9 -0.7 0.5
C -1.037 -3.850 0.818 0.4 0.0 0.4
C -0.404 -2.648 0.599 2.2 1.5 0.3
C 0.198 1.942 -2.412 -1.1 -0.1 0.0
C 0.432 3.113 -3.138 1.2 -0.9 1.1
H -0.404 4.645 -4.242 -0.9 -0.4 1.5
H -2.871 4.203 -3.473 1.5 -1.0 0.9
H -3.210 2.216 -1.853 -0.5 -0.3 0.0
H -1.201 2.225 1.041 -0.9 0.4 -0.6
H 0.257 3.218 2.829 -0.2 0.5 -0.1
H 2.451 2.316 3.145 0.0 -0.5 -0.2
H 3.200 0.288 2.107 0.4 -0.5 -0.2
H 2.665 -1.337 1.253 -0.7 -1.2 -0.7
H 2.446 -3.495 2.234 -0.1 0.0 -0.2
H 1.119 -5.456 2.933 0.5 -0.7 0.4
H -1.184 -5.682 1.868 0.5 0.1 -0.3
H -2.020 -3.967 0.418 -0.5 -0.2 -0.2
H 1.088 1.315 -2.286 -0.9 -0.3 0.5
H 1.483 3.388 -3.444 -1.4 -0.4 0.2

***

[2]
44
Properties=species:S:1:pos:R:3:forces:R:3 method="wB97M-V/def2-TZVPD" relative_energy_kj_mol=0.00 spin_multiplicity=1 e_lumo_ha="-0.560 / -0.576" orbital_gap_ev="4.57 / 4.18" total_charge=+4 fmax_ev_per_a=8.4 homo_ev="-19.82 / -19.85" total_energy_ev=-120035.44234
La -0.072 -1.811 -3.591 3.7 -3.1 -0.4
In -0.490 0.627 0.806 -1.5 0.0 -0.3
Cl 1.657 0.053 -3.710 0.0 0.3 0.1
Cl 0.308 -2.090 -0.910 -0.4 0.3 -0.5
C -1.032 -1.216 2.525 0.9 -3.1 2.9
C -1.376 0.214 -3.874 -4.7 7.0 -0.3
C -2.356 -1.709 -2.624 -7.1 0.9 3.0
O -0.744 -1.992 3.316 -1.2 2.4 -2.5
O -2.072 1.143 -3.831 3.4 -4.3 -0.3
O -3.407 -1.475 -2.198 4.8 -1.2 -1.8
C 2.939 -2.307 3.991 -0.2 0.0 0.0
C 2.044 -1.245 4.127 0.3 0.1 0.4
C 1.892 -0.333 3.085 0.0 0.4 0.1
C 2.606 -0.499 1.902 -0.1 -0.3 -0.8
C 3.438 -1.612 1.724 -0.1 0.2 0.2
C 3.629 -2.497 2.790 0.0 0.1 -0.3
As 2.241 0.703 0.345 2.5 0.2 0.4
C 2.159 2.392 1.359 -1.8 0.3 -2.0
C 1.288 3.389 0.898 1.1 -1.7 -0.1
C 1.021 4.491 1.720 -0.6 0.7 -0.8
C 1.597 4.577 2.992 1.1 -0.5 1.8
C 2.499 3.601 3.424 -0.6 1.1 0.5
C 2.818 2.524 2.589 0.4 0.1 1.1
C 4.139 0.937 -0.188 -0.9 -0.1 0.2
C 4.893 2.051 0.182 1.6 0.9 -0.1
C 6.271 2.076 -0.063 -1.8 1.3 1.1
C 6.877 1.007 -0.727 0.8 -0.6 -0.4
C 6.107 -0.078 -1.175 -1.7 -1.1 -0.2
C 4.728 -0.098 -0.929 1.8 -0.9 -1.0
H 3.084 -3.008 4.816 0.0 0.2 -0.2
H 1.498 -1.095 5.064 0.2 -0.1 -0.4
H 1.243 0.542 3.216 0.0 -0.2 0.1
H 3.940 -1.764 0.768 0.0 -0.2 0.4
H 4.315 -3.341 2.675 -0.3 0.3 0.1
H 0.808 3.287 -0.080 0.1 0.2 0.3
H 0.338 5.271 1.373 0.2 -0.2 0.1
H 1.320 5.397 3.657 0.2 -0.2 -0.2
H 2.949 3.659 4.415 -0.1 0.1 -0.2
H 3.554 1.778 2.900 -0.1 0.3 -0.1
H 4.416 2.894 0.673 0.3 -0.1 -0.1
H 6.863 2.932 0.268 -0.1 -0.3 -0.1
H 7.953 1.021 -0.909 -0.2 0.0 0.0
H 6.582 -0.903 -1.712 -0.1 0.3 0.2
H 4.105 -0.917 -1.296 0.3 0.2 0.0

***

[3]
46
Properties=species:S:1:pos:R:3:forces:R:3 method="wB97M-V/def2-TZVPD" relative_energy_kj_mol=486.57 spin_multiplicity=1 e_lumo_ha="-0.192 / -0.186" orbital_gap_ev="4.86 / 5.17" total_charge=+1 fmax_ev_per_a=1.8 homo_ev="-10.07 / -10.25" total_energy_ev=-114218.25220
Au 0.281 -0.628 -0.447 0.5 0.2 0.3
Cl 3.282 -0.194 -2.193 0.2 -0.3 0.1
C 3.239 -1.311 -0.855 0.3 -0.1 -0.3
C 2.001 -1.705 -0.349 -0.1 0.7 -0.9
C 1.852 -2.857 0.446 0.7 -0.2 0.5
Cl -1.424 -2.567 -0.225 -0.6 -0.6 0.1
C 3.115 -3.507 0.807 -0.1 -0.1 0.1
Cl 2.982 -4.822 1.897 0.0 0.0 0.0
C 4.334 -3.046 0.397 -0.1 0.2 -0.1
Cl 5.781 -3.801 0.921 0.0 0.0 0.0
C 4.412 -1.940 -0.501 -0.1 -0.1 0.1
Cl 5.916 -1.515 -1.210 0.0 0.0 0.0
Cl -5.062 -3.495 -0.417 -0.2 -0.2 0.2
C -4.073 -2.105 -0.856 1.0 0.5 1.4
C -4.853 -0.818 -0.871 -0.5 0.1 -0.6
C -4.056 0.246 -0.739 -0.2 -0.4 0.4
C -2.749 -0.287 -0.345 0.2 0.0 0.8
O -1.670 0.353 -0.400 0.0 -0.2 -0.4
C -3.021 -1.616 0.196 0.6 0.6 -1.3
C -1.981 -2.857 -1.884 -0.5 0.0 0.2
O 0.761 -3.272 0.871 -0.4 0.0 0.5
C -3.245 -2.504 -2.041 -0.3 -1.1 -0.7
H -5.934 -0.825 -0.828 0.0 0.0 -0.5
H -4.344 1.285 -0.738 0.1 0.0 0.0
H -1.314 -3.446 -2.493 0.1 0.2 -0.1
H -3.738 -2.822 -2.953 0.0 0.3 -0.1
C 1.601 2.390 -1.693 -0.1 0.1 -0.1
P 1.368 1.412 -0.201 -0.3 0.0 0.3
C 2.868 1.374 0.802 0.1 -0.1 -0.2
C 0.132 2.280 0.777 0.1 -0.1 0.1
C -0.100 1.816 2.074 0.0 0.0 0.0
C -1.045 2.432 2.874 0.0 0.0 0.0
C -1.768 3.512 2.381 0.0 0.0 0.0
C -1.545 3.972 1.093 0.0 0.0 0.0
C -0.599 3.357 0.285 0.0 0.0 0.0
H 0.654 2.467 -2.225 0.0 0.0 0.0
H 2.350 1.960 -2.347 -0.1 0.2 0.2
H 1.913 3.386 -1.372 0.0 0.0 0.0
H 2.871 2.269 1.424 0.0 0.0 0.0
H 3.749 1.355 0.159 0.0 0.0 0.0
H 2.876 0.486 1.431 0.0 0.0 0.0
H 0.454 0.968 2.463 0.0 0.0 0.0
H -1.218 2.072 3.879 0.0 0.0 0.0
H -2.506 3.996 3.006 0.0 0.0 0.0
H -2.104 4.816 0.712 0.0 0.0 0.0
H -0.442 3.732 -0.717 0.0 0.0 0.0

***

[4]
45
Properties=species:S:1:pos:R:3:forces:R:3 method="wB97M-V/def2-TZVPD" relative_energy_kj_mol=0.00 spin_multiplicity=3 e_lumo_ha="-0.165 / -0.239" orbital_gap_ev="7.24 / 5.24" total_charge=+1 fmax_ev_per_a=0.1 homo_ev="-11.74 / -11.75" total_energy_ev=-84475.19376
Au 1.750 -0.297 1.053 0.0 0.0 0.0
O 8.280 -2.857 -0.023 0.0 0.0 0.0
C 7.200 -2.381 0.066 0.0 0.0 0.0
S 6.072 -2.225 -1.329 0.0 0.0 0.0
C 4.777 -1.529 -0.468 0.1 0.0 0.1
C 4.959 -1.280 0.922 0.0 0.0 0.0
S 3.897 -0.586 2.006 -0.1 0.0 0.0
S 6.505 -1.731 1.571 0.0 0.0 0.0
S 3.360 -1.158 -1.369 -0.1 0.0 -0.1
C -3.560 -2.514 2.480 0.0 0.0 0.0
C -3.749 -2.139 1.157 0.0 0.0 0.0
C -2.796 -1.366 0.511 0.0 0.0 0.0
C -1.647 -0.971 1.194 0.0 0.0 0.0
C -1.458 -1.355 2.520 0.0 0.0 0.0
C -2.416 -2.122 3.162 0.0 0.0 0.0
P -0.427 0.104 0.416 0.0 0.1 0.0
C -0.909 1.807 0.770 0.0 0.0 0.0
C 0.020 2.825 0.560 0.0 0.0 0.0
C -0.340 4.146 0.770 0.0 0.0 0.0
C -1.625 4.454 1.199 0.0 0.0 0.0
C -2.549 3.443 1.416 0.0 0.0 0.0
C -2.196 2.119 1.200 0.0 0.0 0.0
C -0.605 -0.128 -1.370 0.0 0.0 0.0
C -0.256 -1.369 -1.906 0.0 0.0 0.0
C -0.369 -1.593 -3.267 0.0 0.0 0.0
C -0.820 -0.575 -4.101 0.0 0.0 0.0
C -1.162 0.658 -3.572 0.0 0.0 0.0
C -1.058 0.886 -2.205 0.0 0.0 0.0
H -4.305 -3.118 2.980 0.0 0.0 0.0
H -4.640 -2.448 0.627 0.0 0.0 0.0
H -2.946 -1.073 -0.521 0.0 0.0 0.0
H -0.560 -1.053 3.048 0.0 0.0 0.0
H -2.269 -2.419 4.192 0.0 0.0 0.0
H 1.025 2.586 0.230 0.0 0.0 0.0
H 0.383 4.933 0.604 0.0 0.0 0.0
H -1.903 5.486 1.370 0.0 0.0 0.0
H -3.547 3.684 1.756 0.0 0.0 0.0
H -2.922 1.334 1.372 0.0 0.0 0.0
H 0.088 -2.165 -1.254 0.0 0.0 0.0
H -0.109 -2.559 -3.679 0.0 0.0 0.0
H -0.905 -0.749 -5.166 0.0 0.0 0.0
H -1.515 1.448 -4.221 0.0 0.0 0.0
H -1.327 1.851 -1.795 0.0 0.0 0.0
O 2.862 1.400 -1.208 0.0 0.1 0.0
O 3.714 0.599 -1.698 0.0 -0.1 -0.1

***

[5]
51
Properties=species:S:1:pos:R:3:forces:R:3 method="wB97M-V/def2-TZVPD" spin_multiplicity=2 e_lumo_ha="-0.012 / -0.016" orbital_gap_ev="7.89 / 7.76" total_charge=0 fmax_ev_per_a=0.3 homo_ev="-8.21 / -8.19" total_energy_ev=-155558.46507
Mn 0.197 0.018 0.176 0.0 0.0 0.2
C 0.196 -3.674 4.312 0.0 0.0 0.0
C -0.205 -2.318 3.808 0.0 0.0 0.0
C -0.885 -1.398 4.599 0.0 0.0 0.0
C -1.244 -0.159 4.092 0.0 0.0 0.0
C -0.892 0.110 2.788 0.0 0.1 0.0
Br -1.353 1.723 1.912 0.0 -0.1 -0.1
N -0.227 -0.735 2.016 0.0 -0.1 0.0
C 0.101 -1.930 2.512 -0.1 0.0 0.1
H -0.233 -3.869 5.293 0.0 0.0 0.0
H 1.281 -3.753 4.395 0.0 0.0 0.0
H -0.141 -4.456 3.631 0.0 0.0 0.0
H -1.147 -1.655 5.618 0.0 0.0 0.0
H -1.788 0.566 4.679 0.0 0.0 0.0
H 0.623 -2.594 1.834 0.0 0.0 0.0
S 2.463 -2.849 -2.442 0.0 0.0 0.0
C 1.255 -1.841 -1.773 0.1 0.0 0.0
N 1.480 -1.386 -0.578 0.0 0.0 -0.1
C 2.700 -1.859 -0.090 0.0 0.0 0.1
C 3.252 -1.586 1.167 0.0 0.0 0.0
C 4.458 -2.166 1.495 0.0 0.0 0.0
C 5.134 -2.998 0.591 0.0 0.0 0.0
C 4.605 -3.269 -0.652 0.0 0.0 0.0
C 3.377 -2.696 -0.980 0.0 0.1 0.0
H 0.360 -1.585 -2.321 0.0 0.0 0.0
H 2.746 -0.914 1.844 0.0 0.0 0.0
H 4.905 -1.961 2.460 0.0 0.0 0.0
H 6.088 -3.424 0.873 0.0 0.0 0.0
H 5.125 -3.908 -1.353 0.0 0.0 0.0
N -1.373 -0.804 -0.667 -0.1 0.1 -0.1
C -2.311 -1.472 -0.875 0.0 -0.1 0.2
N -3.253 -2.297 -1.120 0.0 0.2 -0.1
C -4.500 -1.974 -0.789 0.0 -0.1 0.0
N -5.608 -1.769 -0.528 0.0 0.0 0.0
F 5.789 1.735 3.274 0.0 0.0 0.0
C 5.550 1.489 1.981 0.1 0.0 0.0
C 4.576 2.123 1.326 0.0 0.0 0.0
N 4.316 1.885 -0.006 0.0 0.1 0.0
C 3.132 2.446 -0.631 0.0 -0.1 -0.1
C 1.910 1.620 -0.278 0.0 0.0 0.0
O 0.962 1.494 -1.086 -0.1 0.0 -0.2
O 1.880 1.011 0.828 0.1 0.1 0.2
C 4.983 0.893 -0.701 0.1 0.1 0.0
O 4.697 0.566 -1.833 -0.1 -0.1 0.0
N 6.030 0.317 -0.009 0.0 0.1 0.0
C 6.381 0.487 1.327 -0.2 -0.2 0.0
O 7.246 -0.177 1.848 0.1 0.1 0.0
H 3.943 2.848 1.818 0.0 0.0 0.0
H 3.263 2.423 -1.709 0.0 0.0 0.0
H 2.998 3.480 -0.313 0.0 0.0 0.1
H 6.518 -0.413 -0.508 0.0 0.0 0.0

***

[6]
46
Properties=species:S:1:pos:R:3:forces:R:3 method="wB97M-V/def2-TZVPD" relative_energy_kj_mol=0.00 spin_multiplicity=3 e_lumo_ha="0.099 / 0.098" orbital_gap_ev="6.48 / 6.95" total_charge=-1 fmax_ev_per_a=2.7 homo_ev="-3.80 / -4.27" total_energy_ev=-61285.29158
Pt 0.016 0.017 -0.044 -0.1 0.1 -0.1
O 0.229 0.615 2.217 0.0 -0.3 -0.6
C 1.136 0.073 2.923 0.5 0.2 0.7
C 1.002 0.143 4.372 -1.8 0.5 -0.8
C 1.936 -0.292 5.260 -0.2 0.5 -0.7
C 3.149 -0.769 4.785 1.2 -0.9 0.4
C 3.333 -0.912 3.426 -1.1 1.0 0.6
C 2.362 -0.526 2.477 0.3 -0.4 0.5
C 2.742 -0.770 1.099 -0.1 0.7 -0.3
N 1.978 -0.670 0.031 -0.2 0.1 -0.3
C 2.722 -0.960 -1.098 0.6 -0.3 1.2
C 3.979 -1.235 -0.706 0.4 0.0 1.3
N 4.013 -1.056 0.697 -1.1 -0.2 -1.8
H 0.011 0.592 4.640 1.1 -0.5 0.1
H 1.808 -0.194 6.310 -0.3 0.1 0.8
H 3.906 -1.071 5.540 -0.3 0.2 -0.9
H 4.280 -1.184 3.049 1.0 -0.6 0.0
H 2.309 -1.022 -2.064 -0.6 0.2 -0.7
H 4.851 -1.570 -1.222 0.2 0.0 -0.3
H 4.717 -1.399 1.291 0.8 -0.2 0.5
O -0.064 -1.070 -2.187 0.1 -0.3 -0.5
N -0.294 -2.378 -2.154 0.1 0.7 -0.7
C -0.093 -3.093 -3.335 -0.5 0.0 2.4
C -0.297 -4.437 -3.395 -0.6 -0.2 -0.8
C -0.913 -5.068 -2.314 -0.2 0.9 1.6
C -1.148 -4.315 -1.158 0.7 0.2 -1.5
C -0.764 -2.929 -1.007 -0.2 -2.5 -1.1
S -0.938 -2.177 0.485 -0.1 0.5 0.3
H 0.117 -2.476 -4.150 0.6 0.8 -1.0
H -0.204 -4.965 -4.346 0.2 0.3 0.2
H -1.242 -6.101 -2.384 0.1 0.1 0.1
H -1.666 -4.729 -0.337 -0.3 -0.5 0.8
Cl -5.451 6.595 -1.768 -0.3 -0.3 0.2
C -4.331 5.268 -1.444 -0.3 1.4 0.2
C -4.725 4.150 -0.718 -0.8 1.7 -1.0
C -3.768 3.202 -0.578 0.4 -1.9 1.0
C -2.470 3.337 -1.041 0.3 1.2 -0.8
C -2.086 4.527 -1.701 -0.7 -0.9 0.1
C -3.049 5.520 -1.886 0.8 -1.8 0.3
C -1.425 2.286 -0.908 1.4 -0.7 0.2
O -0.262 2.575 -1.248 -0.4 -0.1 0.1
O -1.750 1.150 -0.424 -0.7 0.3 0.2
H -5.763 4.078 -0.375 0.6 -0.2 -0.1
H -4.045 2.291 -0.058 0.3 -0.1 -0.1
H -1.084 4.559 -2.142 -0.4 0.2 0.5
H -2.763 6.389 -2.408 -0.1 1.0 -0.5

***

[7]
45
Properties=species:S:1:pos:R:3:forces:R:3 method="wB97M-V/def2-TZVPD" relative_energy_kj_mol=233.90 spin_multiplicity=5 e_lumo_ha="-0.272 / -0.390" orbital_gap_ev="5.43 / 4.29" total_charge=+2 fmax_ev_per_a=0.5 homo_ev="-12.84 / -14.91" total_energy_ev=-113403.50472
Pd 0.245 -0.059 -0.074 -0.1 -0.4 -0.2
Se -3.592 -4.373 4.685 0.0 -0.1 0.0
N -3.819 -2.650 4.217 0.0 -0.1 0.1
C -2.876 -2.323 3.401 0.3 0.0 -0.3
C -2.867 -0.945 2.872 0.0 -0.3 0.2
C -3.967 -0.145 2.997 -0.1 0.2 0.0
C -3.958 1.135 2.427 0.1 -0.1 -0.1
C -2.836 1.534 1.624 -0.2 0.0 0.0
N -1.769 0.826 1.485 -0.2 0.1 0.0
C -1.654 -0.382 2.225 0.0 -0.2 -0.2
C -0.407 -2.377 1.384 -0.3 0.0 0.1
N 0.668 -2.312 0.635 0.2 0.1 0.2
C 1.544 -3.322 0.703 0.0 0.0 -0.2
C 1.333 -4.447 1.497 0.0 0.0 -0.1
C 0.193 -4.515 2.258 -0.1 0.1 0.1
C -0.734 -3.446 2.235 0.1 -0.1 0.0
C -1.893 -3.471 3.078 -0.2 0.1 0.2
N -2.165 -4.604 3.706 -0.2 0.4 0.0
H -4.846 -0.506 3.514 0.0 0.0 0.0
H -4.810 1.791 2.521 0.0 0.0 0.0
H -2.883 2.464 1.067 0.0 0.0 0.0
H 2.432 -3.217 0.094 0.0 0.0 0.0
H 2.062 -5.243 1.510 0.0 0.0 0.0
H 0.002 -5.364 2.899 0.0 0.0 0.0
Cl -1.203 2.026 4.398 0.0 0.1 0.2
C 0.070 1.138 3.532 0.2 0.0 -0.1
C -0.510 -0.225 3.288 -0.2 -0.2 0.4
O -0.251 -1.182 3.968 0.2 0.0 -0.2
O -1.237 -1.327 1.168 0.2 0.2 0.1
H 0.941 1.045 4.173 0.0 0.0 0.0
H 0.296 1.674 2.614 0.0 0.0 0.0
C 1.037 1.167 -1.725 0.1 0.2 -0.1
C 2.185 0.497 -1.227 0.2 0.1 -0.1
C 2.941 1.041 -0.143 0.0 0.0 0.1
C 4.080 0.415 0.309 0.0 0.0 0.0
C 4.531 -0.751 -0.312 0.0 0.0 0.0
C 3.826 -1.292 -1.398 0.1 0.0 0.1
C 2.677 -0.695 -1.847 -0.1 0.0 0.0
H 0.597 0.855 -2.664 0.0 -0.1 0.0
H 0.863 2.195 -1.428 0.0 0.0 0.0
H 2.613 1.974 0.302 0.0 0.0 0.0
H 4.647 0.846 1.123 0.0 0.0 0.0
H 5.445 -1.221 0.024 0.0 0.0 0.0
H 4.207 -2.171 -1.902 0.0 0.0 0.0
H 2.138 -1.100 -2.695 0.0 0.0 0.0

***

[8]
46
Properties=species:S:1:pos:R:3:forces:R:3 method="wB97M-V/def2-TZVPD" relative_energy_kj_mol=0.00 spin_multiplicity=2 e_lumo_ha="0.083 / 0.038" orbital_gap_ev="7.65 / 6.33" total_charge=-1 fmax_ev_per_a=0.4 homo_ev="-5.38 / -5.30" total_energy_ev=-115584.80191
Cu 0.967 1.008 -1.731 -0.1 0.1 -0.4
S 0.536 2.381 -3.517 0.2 -0.1 0.3
C -1.182 2.598 -3.381 0.0 0.0 0.0
C -1.848 3.460 -4.253 0.0 0.0 0.0
C -3.218 3.656 -4.164 0.0 -0.1 0.1
C -3.861 4.550 -5.081 -0.1 0.1 -0.1
N -4.360 5.269 -5.827 0.0 0.0 0.0
C -3.957 2.978 -3.180 0.1 0.0 0.0
C -3.301 2.116 -2.313 0.0 0.0 0.0
C -1.928 1.911 -2.404 0.1 0.0 0.0
S -1.159 0.787 -1.310 -0.3 0.0 0.1
C -5.370 3.164 -3.056 -0.1 0.0 0.0
N -6.506 3.302 -2.937 0.0 0.0 0.0
H -1.284 3.985 -5.012 0.0 0.0 0.0
H -3.866 1.592 -1.553 0.0 0.0 0.0
Te 1.053 0.193 1.151 0.0 0.0 0.1
C 2.140 -1.188 2.336 0.1 0.0 -0.1
C 2.613 -0.779 3.578 0.0 0.0 0.0
C 3.293 -1.670 4.397 0.0 0.0 0.0
C 3.506 -2.975 3.981 0.0 0.0 0.0
C 3.040 -3.387 2.741 0.0 0.0 0.0
C 2.363 -2.495 1.921 -0.1 0.0 0.0
C -0.806 -0.667 1.715 0.0 0.0 -0.1
C -1.641 -0.003 2.605 0.0 0.1 0.0
C -2.868 -0.549 2.956 0.0 0.0 0.0
C -3.267 -1.764 2.421 0.0 0.0 0.0
C -2.437 -2.432 1.532 0.0 0.0 0.0
C -1.215 -1.882 1.177 0.0 0.0 0.0
H 2.453 0.241 3.905 0.0 0.0 0.0
H 3.658 -1.341 5.362 0.0 0.0 0.0
H 4.037 -3.669 4.619 0.0 0.0 0.0
H 3.206 -4.404 2.408 0.0 0.0 0.0
H 2.003 -2.826 0.955 0.0 0.0 0.0
H -1.336 0.950 3.019 0.0 0.0 0.0
H -3.514 -0.019 3.645 0.0 0.0 0.0
H -4.227 -2.186 2.689 0.0 0.0 0.0
H -2.748 -3.376 1.102 0.0 0.0 0.0
H -0.583 -2.396 0.463 0.0 0.0 0.0
C 3.937 -1.420 -1.454 0.0 0.0 0.0
S 4.000 0.344 -1.263 0.0 0.1 0.0
O 3.811 0.617 0.154 -0.1 0.0 -0.1
O 5.247 0.777 -1.832 0.1 0.0 0.0
O 2.841 0.823 -2.090 0.2 -0.1 0.2
H 4.719 -1.854 -0.835 0.0 0.0 0.0
H 4.102 -1.652 -2.503 0.0 0.0 0.0
H 2.958 -1.770 -1.135 0.0 0.0 0.0